Here is C29H33As2KN6O5S2 as an isolated structure at a distorted geometry from the Open Molecules 2025 dataset. Energies are from ωB97M-V/def2-TZVPD.

Geometry as ORCA input:
```
! RIJCOSX wB97M-V def2-TZVPD def2/J DEFGRID3
* xyz -2 1
K 0.851 1.613 1.109
N 1.152 4.957 -2.768
C 1.120 3.567 -2.713
S 2.598 2.722 -2.905
N -0.093 3.090 -2.579
N -0.241 1.820 -2.128
C -1.216 1.130 -2.590
C -2.094 1.514 -3.746
C -2.293 0.595 -4.774
C -3.067 0.910 -5.884
C -3.668 2.158 -5.978
C -3.489 3.078 -4.952
C -2.706 2.762 -3.850
C -1.542 -0.140 -1.874
C -2.874 -0.543 -1.753
C -3.174 -1.661 -0.997
C -2.144 -2.361 -0.388
C -0.850 -1.905 -0.588
N -0.551 -0.834 -1.316
H 1.921 5.316 -3.310
H 0.253 5.375 -2.957
H -1.821 -0.379 -4.702
H -3.194 0.183 -6.677
H -4.269 2.412 -6.844
H -3.958 4.053 -5.012
H -2.556 3.483 -3.061
H -3.658 0.034 -2.225
H -4.204 -1.973 -0.871
H -2.334 -3.228 0.231
H -0.005 -2.425 -0.144
O 1.293 2.351 5.176
S 0.950 1.659 3.939
O 0.465 0.259 4.263
O 2.125 1.521 3.025
O -0.130 2.343 3.183
C 2.419 -0.746 -2.647
As 2.410 -0.394 -0.726
C 4.211 0.418 -0.627
C 2.997 -2.190 -0.117
C 3.740 -3.030 -0.953
C 4.184 -4.267 -0.515
C 3.889 -4.684 0.779
C 3.151 -3.857 1.612
C 2.689 -2.609 1.185
As 1.669 -1.368 2.392
C 3.095 -1.345 3.737
C 0.551 -2.784 3.183
H 3.419 -0.986 -3.015
H 2.080 0.169 -3.129
H 1.727 -1.557 -2.866
H 4.968 -0.246 -1.048
H 4.453 0.633 0.415
H 4.181 1.351 -1.187
H 3.976 -2.714 -1.961
H 4.764 -4.901 -1.178
H 4.235 -5.648 1.136
H 2.930 -4.193 2.619
H 3.302 -2.354 4.100
H 2.780 -0.694 4.549
H 3.989 -0.928 3.275
H 1.144 -3.553 3.679
H -0.054 -3.244 2.400
H -0.103 -2.308 3.914
N -1.845 -0.249 5.315
C -3.009 0.145 4.768
O -4.112 0.042 5.299
C -2.846 0.756 3.416
C -3.448 1.966 3.123
C -3.248 2.526 1.875
C -2.476 1.829 0.960
N -1.911 0.650 1.225
C -2.081 0.143 2.443
H -1.881 -0.599 6.257
H -0.934 0.000 4.877
H -4.041 2.464 3.880
H -3.673 3.486 1.613
H -2.302 2.218 -0.040
H -1.585 -0.801 2.639
*
```

Properties
E_LUMO	4.03	eV
Kohn-Sham gap	6.501	eV
ΔE to the lowest compared entry with this formula, charge and spin	0.526	eV
F_max	2.3	eV/A



Here is C35H60BrCl2F13IN7O8P as an isolated structure at a distorted geometry from the Open Molecules 2025 dataset. Energies are from ωB97M-V/def2-TZVPD.

Geometry as ORCA input:
```
! RIJCOSX wB97M-V def2-TZVPD def2/J DEFGRID3
* xyz 1 1
N -2.072 4.963 -0.463
C -2.341 3.591 0.132
C -1.267 2.589 -0.416
N -0.950 1.284 0.242
C 0.199 1.305 1.257
Br 1.855 1.223 0.081
C 0.305 2.632 2.142
C 1.258 3.811 1.674
C 2.763 3.765 2.290
C 3.701 4.666 1.324
F 5.022 4.528 1.886
F 3.800 4.133 0.006
C 3.365 6.227 1.376
F 4.469 6.898 0.755
F 3.348 6.678 2.704
F 2.234 6.596 0.619
C 0.178 0.080 2.308
C 1.738 -0.138 2.742
C 1.903 -0.788 4.231
C 3.494 -0.867 4.560
C 4.197 -2.159 3.922
O 4.969 -1.807 2.716
C 6.050 -2.749 2.553
O 5.770 -3.883 2.109
N -0.579 -1.137 2.029
Cl -1.165 -1.702 3.564
C -1.588 -1.156 0.934
C -2.720 -2.223 1.229
C -3.729 -2.676 0.091
O -3.192 -3.456 -0.999
C -4.028 -3.206 -2.170
C -3.275 -3.887 -3.437
F -3.616 -5.279 -3.373
F -1.875 -3.807 -3.249
C -3.810 -3.244 -4.798
F -3.940 -4.227 -5.830
F -5.168 -2.836 -4.529
C -3.046 -1.923 -5.273
F -3.821 -1.387 -6.359
F -3.035 -0.910 -4.277
C -1.556 -2.138 -5.815
F -1.379 -1.337 -6.974
F -1.202 -3.484 -6.068
P -0.518 -1.936 -0.482
O -0.873 -1.375 -1.872
C -2.074 0.354 0.610
Cl -3.262 0.453 -0.820
I -3.294 1.009 2.338
H -1.613 5.479 0.303
H -1.388 4.893 -1.229
H -3.380 3.296 -0.280
H -2.469 3.733 1.246
H -1.488 2.434 -1.543
H -0.263 3.164 -0.489
H -0.513 0.774 -0.577
H -0.770 3.000 2.355
H 0.703 2.369 3.197
H 1.374 4.006 0.565
H 0.808 4.785 2.113
H 2.718 4.238 3.333
H 3.233 2.730 2.269
H -0.298 0.513 3.275
H 2.281 0.872 2.881
H 2.292 -0.853 2.049
H 1.316 -0.203 5.018
H 1.564 -1.876 4.120
H 3.603 -0.874 5.695
H 3.980 0.082 4.144
H 3.469 -2.981 3.604
H 4.963 -2.567 4.682
H 7.119 -2.450 2.853
H -3.434 -1.973 2.103
H -2.180 -3.210 1.507
H -4.484 -1.874 -0.254
H -4.430 -3.427 0.634
H -4.159 -2.090 -2.373
H -5.082 -3.660 -2.048
H -0.839 -1.761 -4.994
H -0.707 -3.373 -0.513
H 0.896 -1.747 -0.208
C -5.138 -10.280 -5.709
O -4.672 -11.295 -5.228
N -4.790 -9.009 -5.355
C -5.391 -7.846 -5.975
C -3.786 -8.817 -4.327
H -5.908 -10.314 -6.497
H -4.608 -7.251 -6.452
H -5.886 -7.248 -5.205
H -6.125 -8.139 -6.726
H -2.854 -9.293 -4.643
H -4.125 -9.289 -3.402
H -3.614 -7.754 -4.155
C 4.789 5.738 -5.117
O 5.317 5.405 -6.160
N 5.275 5.475 -3.869
C 4.587 5.905 -2.670
C 6.519 4.741 -3.740
H 3.841 6.299 -5.102
H 5.246 6.564 -2.098
H 4.338 5.028 -2.069
H 3.670 6.443 -2.916
H 7.315 5.292 -4.247
H 6.411 3.764 -4.217
H 6.778 4.609 -2.688
C -7.405 -1.957 0.654
O -6.612 -2.731 0.141
N -7.978 -2.117 1.878
C -8.913 -1.152 2.421
C -7.643 -3.290 2.664
H -7.727 -1.036 0.143
H -8.515 -0.759 3.360
H -9.868 -1.648 2.609
H -9.071 -0.326 1.726
H -6.566 -3.302 2.848
H -7.912 -4.187 2.102
H -8.177 -3.278 3.614
C 6.916 3.715 5.399
O 5.707 3.854 5.318
N 7.840 4.456 4.726
C 9.264 4.229 4.875
C 7.385 5.504 3.833
H 7.367 2.948 6.049
H 9.733 5.143 5.249
H 9.687 3.974 3.900
H 9.459 3.415 5.574
H 6.795 6.227 4.403
H 6.750 5.063 3.062
H 8.233 6.007 3.368
*
```

Properties
E_LUMO	-3.94	eV
Kohn-Sham gap	6.183	eV
F_max	4.8	eV/A



Here is a 7-piece molecular cluster, C33H60BIN7O2 overall at a distorted geometry from the Open Molecules 2025 dataset. Energies are from ωB97M-V/def2-TZVPD.

Geometry as ORCA input:
```
! RIJCOSX wB97M-V def2-TZVPD def2/J DEFGRID3
* xyz 1 1
C 0.894 -0.018 2.240
C 0.048 0.271 1.258
N -0.879 0.367 0.059
C 0.007 0.229 -1.155
O -0.381 1.045 -2.287
C -0.580 0.220 -3.492
C 0.855 0.034 -4.237
B -1.418 1.794 0.066
C -2.785 2.328 -0.628
O -0.582 2.800 0.746
C -1.907 -0.720 0.245
I -1.005 -2.726 0.562
C -2.916 -0.510 1.498
C -4.442 -0.086 1.042
H 1.777 -0.497 2.827
H 1.067 0.605 -0.830
H 0.160 -0.845 -1.535
H -1.127 -0.774 -3.294
H -1.259 0.835 -4.215
H 0.732 -0.355 -5.321
H 1.365 1.083 -4.205
H 1.502 -0.651 -3.566
H -3.585 2.653 0.160
H -3.191 1.582 -1.405
H -2.492 3.287 -1.231
H 0.214 2.937 0.154
H -2.581 -0.727 -0.712
H -3.059 -1.543 2.027
H -2.498 0.188 2.332
H -4.653 1.037 1.173
H -4.644 -0.467 -0.045
H -5.168 -0.687 1.715
C -4.189 -4.702 -0.857
C -5.678 -4.377 -0.798
C -6.409 -4.699 -2.102
C -5.822 -3.886 -3.229
N -5.354 -3.240 -4.125
H -3.675 -4.105 -1.616
H -3.714 -4.484 0.103
H -4.027 -5.761 -1.084
H -5.800 -3.316 -0.556
H -6.134 -4.947 0.018
H -7.472 -4.462 -2.006
H -6.319 -5.763 -2.342
C 2.458 5.582 -4.542
C 0.982 5.950 -4.654
C 0.051 4.818 -4.215
C 0.271 3.607 -5.085
N 0.447 2.642 -5.778
H 2.715 4.743 -5.195
H 3.083 6.428 -4.838
H 2.717 5.309 -3.513
H 0.764 6.228 -5.691
H 0.788 6.832 -4.036
H -0.993 5.135 -4.301
H 0.238 4.549 -3.171
C 6.382 5.434 -4.738
C 7.344 5.889 -5.831
C 7.339 7.406 -6.031
C 5.960 7.863 -6.434
N 4.862 8.227 -6.754
H 5.346 5.677 -4.986
H 6.439 4.350 -4.610
H 6.627 5.904 -3.780
H 7.077 5.390 -6.768
H 8.356 5.566 -5.571
H 8.051 7.684 -6.813
H 7.632 7.917 -5.109
C 3.760 -1.179 5.980
C 3.580 -2.671 5.718
C 4.383 -3.166 4.512
C 3.935 -2.442 3.269
N 3.577 -1.865 2.278
H 3.399 -0.575 5.142
H 3.192 -0.877 6.865
H 4.813 -0.935 6.151
H 2.515 -2.878 5.565
H 3.891 -3.228 6.607
H 4.232 -4.240 4.375
H 5.452 -2.991 4.664
C -4.852 2.070 5.073
C -6.326 2.441 4.943
C -7.265 1.315 5.379
C -7.038 0.098 4.518
N -6.857 -0.871 3.834
H -4.590 1.226 4.428
H -4.220 2.912 4.779
H -4.605 1.803 6.106
H -6.532 2.714 3.902
H -6.524 3.328 5.553
H -8.306 1.634 5.280
H -7.089 1.051 6.426
C 1.955 -7.201 3.239
C 3.053 -8.189 2.858
C 4.310 -8.044 3.719
C 4.884 -6.660 3.556
N 5.342 -5.558 3.425
H 2.274 -6.166 3.088
H 1.069 -7.361 2.619
H 1.664 -7.324 4.287
H 3.308 -8.047 1.802
H 2.666 -9.208 2.960
H 5.059 -8.781 3.417
H 4.074 -8.212 4.774
*
```

Properties
E_LUMO	-3.16	eV
Kohn-Sham gap	9.265	eV
F_max	8.1	eV/A



Here is the molecule C5H8O from the Open Molecules 2025 dataset. Energies are from ωB97M-V/def2-TZVPD.

Geometry as ORCA input:
```
! RIJCOSX wB97M-V def2-TZVPD def2/J DEFGRID3
* xyz 0 1
C 0.413 -0.572 1.369
C -0.119 -1.207 0.064
C -0.651 -0.022 -0.727
C 0.369 0.963 -1.252
C -0.307 1.197 0.063
O 0.418 0.845 1.207
H 1.436 -0.887 1.601
H -0.223 -0.832 2.227
H 0.669 -1.741 -0.478
H -0.919 -1.924 0.273
H -1.604 -0.112 -1.238
H 1.418 0.677 -1.219
H 0.088 1.582 -2.100
H -0.987 2.032 0.210
*
```

Properties
E_LUMO	1.16	eV
Kohn-Sham gap	10.307	eV
ΔE to the lowest compared entry with this formula, charge and spin	1.461	eV
F_max	0.3	eV/A
SMILES string	C1C[C@@H]2C[C@@H]2O1